Molecular formula: C6H11N2O
Method: DFT, ωB97M-V/def2-TZVPD

CARTESIAN COORDINATES (ANGSTROEM)
1 C 2.105619 0.673086 0.207114
2 C 2.052710 -0.755855 -0.027181
3 C 1.017000 1.436764 0.107323
4 C 0.892625 -1.390658 -0.210878
5 C -0.281672 0.847435 -0.349029
6 C -0.405198 -0.661318 -0.121021
7 N -1.522412 -1.109830 -0.917062
8 N -1.481426 1.429326 0.315001
9 O -0.921120 -0.882583 1.365915
10 H 3.058535 1.102368 0.468472
11 H 2.979524 -1.306318 -0.030360
12 H 1.050945 2.504804 0.247147
13 H 0.836016 -2.462696 -0.331672
14 H -0.388274 1.011065 -1.431992
15 H -1.238997 -1.306932 -1.871602
16 H -1.924751 -1.958841 -0.532644
17 H -1.605736 2.429437 0.130161
18 H -1.389937 1.236511 1.323906
19 H -2.282595 0.872540 -0.027978
20 H -0.550850 -1.708297 1.686388

Cartesian forces (eV/Å) of the 3 atoms listed first:
3.7 -6.1 -0.3
4.8 5.9 1.4
-4.4 2.2 -0.1

Its expectation value of S² is 2.01. As for the relative energy (zero: lowest compared OMol25 entry of this formula, charge and spin): 0.00 kJ/mol. As for the total charge: +1. As for the multiplicity: 3. As for the total energy: -11417.8044 eV. The molar mass comes out at 127.17 u. The highest occupied orbital energy (spin up / spin down) is -10.0 / -14.4 eV.

***

Molecular formula: C18H20F7NO4
Method: DFT, ωB97M-V/def2-TZVPD

CARTESIAN COORDINATES (ANGSTROEM)
1 H 2.263022 1.944391 -2.102465
2 N 2.349669 2.906624 -1.764442
3 C 2.399793 2.920999 -0.496316
4 C 2.607904 4.206753 0.241302
5 C 2.297910 1.636277 0.320698
6 C 0.957862 0.956401 0.157577
7 C 0.747103 -0.362175 0.184032
8 C 1.793188 -1.410875 0.412056
9 C 1.798778 -1.988872 1.855709
10 O 1.512771 -3.361207 1.918601
11 C 2.582364 -4.189750 1.501824
12 C 2.212474 -5.629257 1.805520
13 C -0.660620 -0.854638 0.039993
14 O -0.976400 -1.933209 0.461204
15 C -1.642815 0.028678 -0.666136
16 C -2.807629 -0.687311 -1.315865
17 F -3.327220 0.067959 -2.304659
18 F -2.358982 -1.818592 -1.893153
19 C -4.014070 -1.107983 -0.377923
20 F -5.160682 -0.938113 -1.062259
21 F -3.897665 -2.397021 -0.051921
22 C -4.185561 -0.316127 0.943573
23 F -3.149315 -0.510782 1.770881
24 F -4.281019 1.003379 0.686443
25 F -5.305990 -0.709378 1.552957
26 C -1.466304 1.351310 -0.623160
27 C -2.319445 2.441223 -1.192861
28 C -1.685999 3.058565 -2.460555
29 O -1.036162 2.106058 -3.290815
30 C -0.233374 1.844873 0.081848
31 O -0.215071 2.948702 0.562378
32 H 3.635150 4.240362 0.620372
33 H 2.455010 5.049132 -0.432774
34 H 1.932279 4.274682 1.094428
35 H 3.079173 0.970183 -0.057936
36 H 2.515538 1.811994 1.377936
37 H 2.772820 -0.987466 0.187661
38 H 1.610706 -2.244310 -0.272208
39 H 2.783537 -1.804376 2.307638
40 H 1.043219 -1.487012 2.463104
41 H 3.501198 -3.900428 2.034779
42 H 2.776852 -4.063288 0.427045
43 H 2.824258 -6.310906 1.209259
44 H 1.164436 -5.798241 1.552844
45 H 2.360289 -5.866044 2.860448
46 H -3.325957 2.091259 -1.395859
47 H -2.365039 3.237822 -0.444858
48 H -0.990091 3.851663 -2.171965
49 H -2.487332 3.506879 -3.051252
50 H -0.084544 2.221208 -3.202726

Cartesian forces (eV/Å) of the 3 atoms listed first:
0.0 0.0 0.0
-0.1 0.0 -0.1
0.0 0.0 0.1

As for the total charge: 0. As for the total energy: -47691.7322 eV. The molar mass comes out at 447.35 u. The highest occupied orbital energy is -9.9 eV. As for the SMILES: [H]/N=C(/C)CC1=C(CCOCC)C(=O)C(C(F)(F)C(F)(F)C(F)(F)F)=C(CCO)C1=O.

***

Molecular formula: C16H25ClN2OTi
Method: DFT, ωB97M-V/def2-TZVPD

CARTESIAN COORDINATES (ANGSTROEM)
1 C 0.177630 0.457219 -4.085976
2 C 1.465230 0.957575 -4.735656
3 C -0.120568 -0.974736 -4.548395
4 C -0.973056 1.357682 -4.531914
5 Cl 0.336940 0.544023 -2.366081
6 H -0.152087 -0.949163 -5.643501
7 H -1.081039 -1.358981 -4.187816
8 H 0.643000 -1.695722 -4.246242
9 H 1.302672 0.999980 -5.813801
10 H 2.315694 0.303956 -4.531250
11 H 1.693476 1.968238 -4.390953
12 H -0.940648 1.409244 -5.621482
13 H -0.836502 2.364258 -4.138729
14 H -1.948236 0.979154 -4.219038
15 C 1.500454 -1.786715 2.519264
16 C 0.615751 -2.761110 1.970351
17 C 0.586887 -2.580325 0.548261
18 H 0.154800 -3.563952 2.531920
19 C 1.447801 -1.493990 0.210668
20 C 2.007849 -0.996485 1.429773
21 H 2.816479 -0.276878 1.507392
22 H 1.829100 -1.765082 3.552566
23 H 0.169635 -3.281855 -0.164564
24 H 1.771616 -1.197487 -0.784586
25 C -2.426360 0.200404 1.905108
26 C -2.476187 -1.167997 2.333862
27 C -2.165551 -1.985869 1.207912
28 H -2.775055 -1.497493 3.329693
29 C -1.925889 -1.131750 0.068201
30 C -2.086494 0.227477 0.504639
31 H -2.086335 1.093929 -0.154495
32 H -2.748185 1.043690 2.508111
33 H -2.229634 -3.069848 1.212177
34 H -1.794712 -1.446570 -0.967676
35 Ti -0.281049 -0.673982 1.625577
36 C -0.269999 1.224203 4.392728
37 N 0.733060 2.090652 3.788967
38 C 1.041512 2.032575 2.488753
39 N 1.883993 2.986115 2.017816
40 O 0.545931 1.158252 1.697612
41 H -1.286571 1.506806 4.076587
42 H -0.199630 1.345314 5.476364
43 H -0.079742 0.166427 4.141011
44 H 1.209362 2.802545 4.343246
45 H 2.209701 2.918363 1.063785
46 H 2.424947 3.517897 2.679809

Cartesian forces (eV/Å) of the 3 atoms listed first:
-0.5 -0.3 -2.6
0.0 0.1 0.1
0.1 -0.1 0.0

As for the total charge: +2. As for the total energy: -57649.7139 eV. The molar mass comes out at 344.71 u. The highest occupied orbital energy is -15.6 eV.

***

Molecular formula: C2H4Cl2N6
Method: DFT, ωB97M-V/def2-TZVPD

CARTESIAN COORDINATES (ANGSTROEM)
1 C 1.445294 1.055386 0.010676
2 C -1.461579 -1.095919 -0.076810
3 H 1.796168 3.040218 -0.385830
4 H 0.191019 2.582708 -0.481456
5 H 0.010747 -1.812372 0.497158
6 H -1.280238 -2.869895 1.047405
7 N 1.004150 2.357987 0.177778
8 N 2.671693 0.833684 -0.327730
9 N 0.572497 -0.040564 0.106775
10 N -0.623016 0.137121 -0.346198
11 N -0.837060 -2.306694 -0.371447
12 N -2.669583 -0.861853 0.004927
13 Cl 3.090572 -0.884950 0.170146
14 Cl -3.175910 0.794643 0.124607

Cartesian forces (eV/Å) of the 3 atoms listed first:
0.8 0.3 -1.6
1.4 2.5 -3.0
-2.3 -2.5 2.6

As for the relative energy (zero: lowest compared OMol25 entry of this formula, charge and spin): 571.96 kJ/mol. As for the total charge: 0. As for the total energy: -36115.2044 eV. The molar mass comes out at 183.00 u. The highest occupied orbital energy is -9.8 eV.

***

Molecular formula: C3H10N2Si
Method: DFT, ωB97M-V/def2-TZVPD

CARTESIAN COORDINATES (ANGSTROEM)
1 C 1.176425 1.083078 -0.435125
2 C 1.740952 -0.278644 0.085671
3 C -2.238635 0.096206 -0.131322
4 N -0.081311 1.206289 0.324750
5 N -0.795100 -0.030109 -0.021188
6 Si 0.265492 -1.402079 -0.074884
7 H 1.866501 2.003328 -0.346222
8 H 0.849163 0.793125 -1.401770
9 H 2.787477 -0.519084 -0.315824
10 H 1.936443 -0.119810 1.211495
11 H -2.606413 0.277970 0.857786
12 H -2.408001 0.946049 -0.793164
13 H -2.438178 -0.886108 -0.570722
14 H 0.012789 1.273091 1.324362
15 H 0.014231 -1.968690 -1.307847
16 H -0.081838 -2.474606 1.594006

Cartesian forces (eV/Å) of the 3 atoms listed first:
0.5 -0.4 2.2
3.1 0.6 1.5
2.3 -0.3 -0.5

As for the relative energy (zero: lowest compared OMol25 entry of this formula, charge and spin): 372.08 kJ/mol. As for the total charge: 0. As for the total energy: -14127.8206 eV. The molar mass comes out at 102.21 u. The highest occupied orbital energy is -8.2 eV.

***

Molecular formula: C3H10N2O3
Method: DFT, ωB97M-V/def2-TZVPD

CARTESIAN COORDINATES (ANGSTROEM)
1 N 2.315961 0.528310 -0.240523
2 C 1.396811 0.882713 0.754951
3 O 1.677443 1.034514 1.930628
4 N 0.132651 1.085815 0.299998
5 C -0.356998 0.575297 -0.976176
6 C -0.635923 -0.931129 -0.930582
7 O -0.050670 -1.544535 -2.108848
8 H 2.262879 -0.440953 -0.531068
9 H 3.265041 0.685387 0.082859
10 H -0.571024 1.371075 0.954772
11 H 0.310610 0.738430 -1.807369
12 H -1.319031 1.078427 -1.107494
13 H -0.156191 -1.404163 -0.070397
14 H -1.698666 -1.169859 -0.912793
15 H -0.715078 -2.021700 -2.619135
16 O -1.917940 -0.082711 2.044732
17 H -2.606226 -0.591494 2.481527
18 H -1.333649 0.206581 2.754915

Cartesian forces (eV/Å) of the 3 atoms listed first:
0.8 -0.2 -0.3
-0.7 -0.1 0.6
0.3 0.4 0.1

As for the relative energy (zero: lowest compared OMol25 entry of this formula, charge and spin): 58.97 kJ/mol. As for the total charge: 0. As for the total energy: -12396.1239 eV. The molar mass comes out at 122.12 u. The highest occupied orbital energy is -9.3 eV. As for the SMILES: NC(=O)NCCO.O.